{
  "formula": "C3H8AsCsF6O",
  "method": "ωB97M-V/def2-TZVPD",
  "species": ["Cs", "As", "F", "F", "F", "F", "F", "F", "C", "C", "C", "O", "H", "H", "H", "H", "H", "H", "H", "H"],
  "xyz": [[-9.320, 21.933, 19.098], [-5.589, 22.940, 18.082], [-5.196, 24.464, 17.219], [-3.843, 22.671, 18.215], [-6.022, 21.478, 18.978], [-7.315, 23.482, 17.915], [-5.694, 22.183, 16.479], [-5.558, 23.952, 19.609], [-12.683, 21.466, 20.981], [-11.816, 22.495, 21.766], [-12.416, 22.561, 23.110], [-10.556, 21.920, 21.780], [-12.626, 21.563, 19.897], [-13.726, 21.640, 21.246], [-12.618, 20.405, 21.222], [-11.785, 23.441, 21.226], [-13.292, 23.208, 23.160], [-11.809, 23.052, 23.871], [-12.654, 21.539, 23.405], [-9.995, 22.277, 22.472]]
}

{
  "formula": "C3H8BF",
  "method": "ωB97M-V/def2-TZVPD",
  "smiles": "C=BC.CF",
  "species": ["C", "B", "C", "H", "H", "H", "H", "H", "C", "F", "H", "H", "H"],
  "xyz": [[1.669, 1.447, -0.058], [1.369, 0.233, 0.640], [1.339, -1.238, 1.006], [2.119, 1.188, -0.986], [1.783, 2.498, 0.157], [0.337, -1.683, 1.242], [2.281, -1.396, 1.629], [1.481, -1.868, 0.084], [-2.517, 0.191, -0.744], [-1.837, -0.826, -1.303], [-3.020, -0.136, 0.178], [-1.781, 0.951, -0.290], [-3.224, 0.640, -1.554]]
}

{
  "formula": "C3H8BI2LiPS",
  "method": "ωB97M-V/def2-TZVPD",
  "total_charge": 1,
  "species": ["C", "C", "I", "C", "I", "B", "P", "S", "H", "H", "H", "H", "H", "H", "H", "H", "Li"],
  "xyz": [[-1.657, 0.643, 0.610], [-0.408, 1.192, -0.049], [-0.178, 3.272, 0.302], [0.818, 0.356, 0.259], [1.507, 0.674, 2.346], [0.569, -1.166, 0.002], [-0.083, -1.737, -1.759], [-0.999, -0.529, -2.968], [-2.551, 1.157, 0.264], [-1.773, -0.418, 0.342], [-1.619, 0.731, 1.697], [-0.500, 1.146, -1.139], [1.680, 0.681, -0.330], [0.791, -2.033, 0.780], [-0.720, -2.943, -1.401], [1.156, -2.291, -2.171], [3.967, 1.264, 3.214]]
}

{
  "formula": "C3H8BNO",
  "method": "ωB97M-V/def2-TZVPD",
  "species": ["B", "C", "C", "C", "N", "O", "H", "H", "H", "H", "H", "H", "H", "H"],
  "xyz": [[0.657, -0.832, -0.049], [-0.238, 0.654, -0.407], [-1.567, 0.418, 0.335], [2.242, -0.488, -0.009], [-2.410, -0.480, -0.277], [-0.177, -1.731, 0.146], [0.186, 1.621, -0.097], [-0.177, 0.839, -1.405], [-1.574, 0.561, 1.390], [-1.950, 1.436, -0.007], [2.426, 0.230, 0.700], [2.666, 0.079, -0.850], [2.746, -1.364, 0.009], [-2.829, -0.943, 0.521]]
}

{
  "formula": "C3H8Br2N",
  "method": "ωB97M-V/def2-TZVPD",
  "total_charge": 1,
  "species": ["C", "C", "C", "N", "Br", "Br", "H", "H", "H", "H", "H", "H", "H", "H"],
  "xyz": [[0.589, -0.154, -1.805], [-1.206, 0.357, 0.693], [0.956, 0.555, -0.591], [-0.693, -0.634, 1.540], [2.289, -0.271, 0.574], [1.044, 2.441, -0.641], [1.208, 0.120, -2.531], [0.664, -1.205, -1.483], [-0.447, 0.024, -1.954], [-1.248, 1.419, 1.057], [-1.776, 0.025, -0.146], [-1.110, -0.657, 2.528], [0.429, -0.493, 1.684], [-0.698, -1.528, 1.074]]
}

{
  "formula": "C3H8BrN",
  "method": "ωB97M-V/def2-TZVPD",
  "species": ["C", "C", "C", "N", "Br", "H", "H", "H", "H", "H", "H", "H", "H"],
  "xyz": [[-0.556, 1.201, 1.364], [0.764, -1.069, -1.764], [-0.571, 0.265, 0.164], [0.792, -0.148, -0.031], [1.411, -1.267, 1.286], [0.198, 1.980, 1.263], [-1.459, 1.694, 1.514], [-0.360, 0.487, 2.226], [-0.134, -0.523, -2.158], [1.759, -0.983, -2.166], [0.404, -2.033, -1.452], [-1.373, -0.474, 0.493], [-0.876, 0.871, -0.741]]
}

{
  "formula": "C3H8Cl2FOPSi",
  "method": "ωB97M-V/def2-TZVPD",
  "species": ["C", "C", "C", "O", "F", "Si", "P", "Cl", "Cl", "H", "H", "H", "H", "H", "H", "H", "H"],
  "xyz": [[0.058, -1.548, -0.378], [-0.778, 1.168, 1.110], [1.070, 1.227, -1.370], [2.807, 0.072, 1.539], [-1.604, 0.452, -1.517], [-0.329, 0.299, -0.506], [3.096, 0.186, 0.113], [3.645, -1.604, -0.653], [4.712, 1.366, -0.189], [-0.833, -2.134, -0.179], [0.497, -1.929, -1.298], [0.764, -1.732, 0.425], [-0.912, 2.237, 0.959], [-1.700, 0.783, 1.532], [0.010, 1.034, 1.845], [1.284, 2.256, -1.134], [1.426, 0.910, -2.337]]
}

{
  "formula": "C3H8Cl2NO4S",
  "method": "ωB97M-V/def2-TZVPD",
  "total_charge": -1,
  "species": ["C", "C", "Cl", "C", "N", "Cl", "H", "H", "H", "H", "H", "H", "H", "H", "O", "S", "O", "O", "O"],
  "xyz": [[-1.788, 1.446, -1.027], [-0.640, 0.532, -0.627], [-1.150, -1.106, -0.285], [0.103, 0.982, 0.636], [1.006, 2.113, 0.349], [2.182, 2.632, 1.911], [-2.478, 1.594, -0.196], [-2.324, 0.999, -1.863], [-1.420, 2.420, -1.369], [0.075, 0.495, -1.456], [-0.615, 1.309, 1.387], [0.697, 0.162, 1.037], [0.480, 2.952, 0.118], [1.608, 1.893, -0.444], [1.707, -4.907, 0.337], [0.849, -3.718, 0.364], [1.159, -2.814, -0.785], [1.139, -2.913, 1.590], [-0.586, -4.069, 0.323]]
}

{
  "formula": "C3H8Cl4Si2",
  "method": "ωB97M-V/def2-TZVPD",
  "species": ["C", "C", "C", "Si", "Si", "Cl", "Cl", "Cl", "Cl", "H", "H", "H", "H", "H", "H", "H", "H"],
  "xyz": [[-1.467, -0.330, -1.418], [0.906, -1.342, 0.949], [-1.528, -0.096, 0.067], [-1.117, 1.571, 0.748], [2.337, -0.512, 0.165], [-0.029, 2.666, -0.508], [2.862, 1.294, 1.040], [4.039, -1.566, 0.198], [2.126, 0.006, -1.887], [-1.850, -1.206, -1.793], [-0.555, -0.357, -1.893], [-2.059, 0.448, -2.022], [0.723, -2.496, 0.873], [0.398, -0.910, 1.701], [-1.962, -0.754, 0.635], [-0.735, 0.967, 2.101], [-2.090, 2.617, 1.046]]
}

{
  "formula": "C3H8ClN2",
  "method": "ωB97M-V/def2-TZVPD",
  "total_charge": 1,
  "smiles": "[H]/N=[N+](/C)[C@@H](C)Cl",
  "species": ["H", "N", "N", "C", "C", "C", "Cl", "H", "H", "H", "H", "H", "H", "H"],
  "xyz": [[2.026, 0.568, 1.895], [1.606, 1.112, 1.177], [0.436, 0.656, 0.660], [-0.082, 1.692, -0.182], [-0.307, -0.573, 0.933], [0.085, -1.615, -0.172], [0.173, -1.293, 2.569], [0.139, 1.555, -1.217], [0.312, 2.675, 0.102], [-1.184, 1.572, -0.065], [-1.399, -0.458, 0.893], [-0.985, -2.082, -0.400], [0.720, -2.405, 0.061], [0.479, -1.212, -1.065]]
}

{
  "formula": "C3H8ClO2P",
  "method": "ωB97M-V/def2-TZVPD",
  "species": ["C", "C", "C", "O", "O", "P", "Cl", "H", "H", "H", "H", "H", "H", "H", "H"],
  "xyz": [[1.519, -0.020, -0.142], [-0.813, 0.600, 0.843], [0.105, -0.483, 0.230], [-1.902, -1.510, -3.254], [-0.529, -1.244, -0.732], [-1.749, -0.239, -2.254], [-3.539, -0.468, -1.282], [1.952, -0.972, -0.619], [1.669, 0.754, -0.889], [2.170, 0.203, 0.711], [-0.382, 1.610, 1.110], [-1.593, 0.140, 1.623], [-1.485, 0.824, 0.069], [0.218, -1.187, 0.987], [-1.214, -1.823, -3.784]]
}

{
  "formula": "C3H8F11NO17S5Y",
  "method": "ωB97M-V/def2-TZVPD",
  "multiplicity": 2,
  "species": ["Y", "C", "F", "F", "F", "S", "O", "O", "O", "C", "F", "F", "F", "S", "O", "O", "O", "C", "F", "F", "F", "S", "O", "O", "O", "N", "S", "O", "O", "F", "S", "O", "O", "F", "O", "H", "H", "O", "H", "H", "O", "H", "H", "O", "H", "H"],
  "xyz": [[0.239, 0.915, -0.476], [-4.261, -0.412, 0.520], [-3.813, -0.051, 1.688], [-5.258, -1.240, 0.703], [-4.708, 0.751, 0.031], [-2.912, -1.246, -0.554], [-3.573, -1.594, -1.786], [-1.809, -0.326, -0.707], [-2.464, -2.370, 0.267], [2.186, -3.729, -2.254], [1.980, -5.019, -2.463], [3.128, -3.541, -1.375], [2.473, -3.068, -3.326], [0.530, -2.869, -1.627], [-0.327, -2.764, -2.825], [-0.206, -3.643, -0.604], [0.969, -1.570, -1.071], [2.381, -1.959, 2.375], [2.584, -2.991, 3.224], [3.041, -0.900, 2.728], [2.737, -2.482, 1.205], [0.414, -1.620, 2.323], [-0.252, -2.850, 1.887], [0.059, -1.418, 3.721], [0.207, -0.488, 1.387], [0.157, 2.431, 1.059], [1.053, 3.412, 1.941], [1.523, 2.874, 3.181], [1.054, 4.871, 1.690], [2.345, 3.111, 1.030], [-1.116, 2.874, 2.167], [-1.693, 4.215, 1.975], [-1.244, 2.118, 3.425], [-2.101, 2.038, 1.234], [2.535, 0.569, -0.209], [3.154, 0.284, -0.881], [3.080, 0.750, 0.557], [1.181, 2.643, -1.859], [1.793, 3.376, -1.803], [0.810, 2.707, -2.739], [-1.557, 2.338, -1.200], [-1.713, 3.279, -1.279], [-1.988, 1.958, -1.965], [-0.147, 0.312, -2.733], [0.512, 0.117, -3.399], [-0.984, 0.208, -3.185]]
}

{
  "formula": "C3H8F2NPS",
  "method": "ωB97M-V/def2-TZVPD",
  "smiles": "CC(C)NP(F)(F)=S",
  "species": ["C", "C", "C", "N", "P", "F", "F", "S", "H", "H", "H", "H", "H", "H", "H", "H"],
  "xyz": [[0.310, -0.956, 1.438], [0.376, 0.172, 0.450], [0.003, 1.599, 1.130], [-0.476, -0.114, -0.700], [-0.281, -0.620, -2.244], [1.309, -0.958, -2.494], [-0.132, 0.726, -3.118], [-1.696, -1.714, -2.893], [0.519, -0.583, 2.463], [-0.709, -1.280, 1.458], [0.811, -1.767, 0.970], [1.320, 0.498, -0.009], [-1.056, 1.750, 1.341], [0.467, 2.374, 0.524], [0.571, 1.499, 1.982], [-1.335, -0.627, -0.297]]
}

{
  "formula": "C3H8FIN2O5S",
  "method": "ωB97M-V/def2-TZVPD",
  "species": ["O", "S", "O", "F", "N", "C", "C", "C", "I", "H", "H", "H", "H", "H", "H", "H", "H", "N", "O", "O", "O"],
  "xyz": [[-3.056, -0.563, 2.151], [-2.235, -1.620, 1.526], [-2.158, -2.776, 2.453], [-2.869, -2.161, 0.137], [-0.594, -1.030, 1.251], [-0.436, -0.161, 0.018], [0.869, 0.712, 0.230], [0.636, 2.115, 0.932], [-1.224, 2.306, 2.023], [-0.189, -0.616, 2.113], [-0.040, -1.889, 1.071], [-0.213, -0.860, -0.839], [-1.347, 0.404, -0.278], [1.278, 0.915, -0.799], [1.594, 0.116, 0.841], [1.453, 2.236, 1.690], [0.810, 2.912, 0.173], [1.934, -0.009, -3.680], [0.949, -0.191, -2.915], [1.750, 0.370, -4.844], [3.087, -0.210, -3.255]]
}

{
  "formula": "C3H8FISi",
  "method": "ωB97M-V/def2-TZVPD",
  "species": ["C", "C", "C", "F", "Si", "I", "H", "H", "H", "H", "H", "H", "H", "H"],
  "xyz": [[1.337, 0.169, 1.250], [-1.703, -1.031, 1.515], [0.797, 0.402, -3.732], [-0.799, 1.898, 0.588], [-0.472, 0.147, 0.605], [-0.390, -0.072, -1.921], [1.583, -0.564, 2.050], [1.903, -0.142, 0.333], [1.616, 1.106, 1.606], [-2.288, -0.647, 2.406], [-2.497, -1.682, 1.088], [-0.943, -1.758, 2.029], [0.223, 1.163, -4.425], [1.633, 1.013, -3.391]]
}

{
  "formula": "C3H8FN3",
  "method": "ωB97M-V/def2-TZVPD",
  "total_charge": 2,
  "species": ["C", "C", "C", "N", "N", "N", "F", "H", "H", "H", "H", "H", "H", "H", "H"],
  "xyz": [[-0.809, -0.561, -0.380], [0.574, 1.144, 0.224], [1.253, -1.059, 0.848], [0.396, -0.141, 0.110], [-1.144, -1.787, -0.190], [0.897, 2.214, 0.244], [-1.043, 2.229, -1.562], [-1.440, 0.141, -1.066], [0.642, -1.282, 1.757], [1.477, -2.007, 0.306], [2.043, -0.530, 1.361], [-1.984, -2.138, -0.643], [-0.581, -2.435, 0.311], [1.147, 3.148, 0.527], [-1.428, 3.066, -1.846]]
}

Calculated F_max (eV/Å), listed in the same order as above: 4.17; 3.09; 0.36; 4.20; 4.77; 4.91; 2.87; 1.42; 6.80; 8.47; 4.40; 9.49; 3.69; 8.82; 3.63; 2.87
Calculated E (hartree), listed in the same order as above: -3049.584012; -243.713284; -1486.165567; -273.824391; -5321.494573; -2747.751353; -1845.548814; -1793.272143; -2538.899121; -688.432784; -1071.100147; -4580.710330; -1113.219921; -1400.266439; -806.066613; -382.511293
Calculated molecular weight (g mol⁻¹), listed in the same order as above: 381.91; 73.91; 378.70; 84.91; 217.91; 138.01; 209.06; 225.07; 242.08; 107.56; 142.52; 788.31; 159.14; 330.08; 218.09; 105.12